[1]
Computed, not measured: a structure of composition C40H72CrN6O17 at a distorted geometry, with wB97M-V/def2-TZVPD.

```
136
C40H72CrN6O17 (wB97M-V/def2-TZVPD)
Cr 15.884 12.639 14.856
N 17.902 13.097 17.178
O 18.541 12.176 17.644
O 17.237 13.986 17.765
O 17.725 13.084 15.827
N 13.619 12.354 13.215
O 13.842 13.560 13.053
O 14.259 11.764 14.131
O 12.815 11.761 12.581
C 13.077 10.286 9.874
N 11.786 9.511 9.882
O 11.293 9.201 10.934
O 11.300 9.229 8.797
H 13.462 10.352 10.874
H 12.786 11.279 9.550
H 13.745 9.824 9.160
N 13.424 13.859 9.898
C 13.920 13.541 8.628
C 12.882 13.636 7.734
C 11.737 13.950 8.499
C 12.087 14.102 9.833
H 13.961 13.891 10.747
H 14.941 13.316 8.512
H 12.867 13.492 6.658
H 10.683 14.006 8.237
H 11.477 14.534 10.596
N 11.911 7.756 16.277
C 12.215 6.556 16.822
C 13.552 6.391 16.920
C 14.113 7.616 16.355
C 13.093 8.404 15.991
H 11.046 8.203 16.029
H 11.456 5.834 17.025
H 14.112 5.649 17.450
H 15.135 7.869 16.230
H 13.019 9.378 15.516
N 10.038 10.888 15.645
C 9.020 10.100 16.130
C 8.766 9.126 15.181
C 9.653 9.406 14.121
C 10.451 10.444 14.433
H 10.592 11.477 16.306
H 8.672 10.187 17.137
H 8.038 8.364 15.224
H 9.640 8.877 13.197
H 11.330 10.750 13.906
C 13.739 15.942 16.989
C 14.067 14.485 16.590
O 15.028 14.329 15.876
C 13.092 13.450 17.081
H 13.600 16.101 18.076
H 12.752 16.128 16.506
H 14.477 16.657 16.574
H 13.239 13.332 18.159
H 13.366 12.491 16.643
H 12.087 13.774 16.805
C 13.144 11.310 20.371
C 12.428 10.588 19.280
O 11.910 11.202 18.349
C 12.349 9.119 19.366
H 12.322 11.237 21.105
H 13.350 12.308 20.090
H 13.980 10.734 20.759
H 11.579 8.735 18.636
H 12.279 8.726 20.400
H 13.291 8.731 19.075
C 18.452 16.374 14.722
C 18.424 16.066 13.231
O 17.521 15.475 12.743
C 19.595 16.553 12.424
H 18.828 15.490 15.210
H 17.424 16.578 14.988
H 19.093 17.231 14.947
H 19.581 17.630 12.573
H 19.514 16.318 11.361
H 20.536 16.194 12.834
C 16.411 17.043 9.631
C 17.573 16.726 8.730
O 18.111 15.645 8.662
C 18.064 17.812 7.808
H 16.384 16.381 10.496
H 15.549 16.803 8.993
H 16.359 18.121 9.893
H 18.848 18.389 8.338
H 17.263 18.488 7.552
H 18.400 17.292 6.908
C 12.789 17.026 12.325
C 14.040 17.854 12.410
O 14.347 18.658 11.513
C 14.810 17.707 13.699
H 11.954 17.694 12.595
H 12.806 16.147 12.968
H 12.609 16.720 11.299
H 14.978 16.626 13.708
H 14.147 18.060 14.517
H 15.740 18.249 13.735
C 17.718 9.611 15.925
C 16.657 10.165 16.805
O 15.827 10.982 16.437
C 16.565 9.421 18.113
H 18.135 8.673 16.242
H 18.494 10.391 15.687
H 17.336 9.384 14.896
H 16.663 8.366 17.856
H 15.603 9.582 18.584
H 17.288 9.784 18.825
C 9.973 13.674 13.093
C 9.127 13.940 14.309
O 9.559 14.495 15.281
C 7.752 13.305 14.395
H 9.914 12.561 12.920
H 11.020 13.986 13.165
H 9.580 14.161 12.161
H 7.920 12.279 14.798
H 7.250 13.280 13.420
H 7.078 13.779 15.063
C 18.050 12.969 10.911
C 17.900 12.554 12.364
O 16.776 12.568 12.830
C 19.165 12.305 13.077
H 18.113 14.047 10.826
H 17.187 12.607 10.372
H 18.896 12.508 10.451
H 19.193 12.478 14.175
H 19.905 12.898 12.542
H 19.346 11.255 12.955
C 7.549 9.642 8.024
C 7.772 10.885 8.727
O 7.226 11.946 8.359
C 8.665 10.895 9.962
H 8.394 8.979 7.821
H 6.826 9.705 7.190
H 7.073 9.071 8.827
H 9.664 11.189 9.593
H 8.824 9.882 10.369
H 8.389 11.604 10.761
```

<S²>: 6.01
Multiplicity: 5
HOMO-LUMO gap (spin up / spin down), eV: 8.33 / 8.31
Calculated total energy, eV: -114808.1157
Net charge: 0

=====

[2]
Computed, not measured: a cluster of 8 separate species, C40H74BF3N4O34S8 in total at a distorted geometry, with wB97M-V/def2-TZVPD.

```
164
C40H74BF3N4O34S8 (wB97M-V/def2-TZVPD)
C 4.642 -0.445 2.759
C 4.588 -1.323 1.501
C 3.178 -1.893 1.361
O 2.264 -0.892 0.925
C 1.668 -1.204 -0.313
C 0.340 -0.439 -0.538
C -0.493 -1.437 -1.396
O 0.344 -1.853 -2.511
C -0.330 -2.086 -3.641
F -1.460 -2.773 -3.466
F 0.452 -2.782 -4.469
F -0.659 -0.940 -4.273
N 0.397 0.785 -1.400
C -0.680 1.584 -0.885
O -1.568 2.078 -1.524
C -0.420 1.590 0.595
C -1.473 2.358 1.420
C -1.254 3.867 1.526
C -2.546 4.545 2.071
C -3.274 5.393 1.023
O -3.295 4.744 -0.234
C -2.539 5.351 -1.264
B 0.991 2.379 0.603
O 1.107 3.456 -0.283
N 2.118 2.070 1.502
C 3.337 2.106 0.656
C 2.235 3.152 2.515
C -0.368 0.019 0.783
C -1.720 -0.699 0.920
C -2.498 -0.492 2.240
C -3.865 0.187 1.986
C -4.991 -0.837 1.717
C -6.317 -0.468 2.411
C -7.562 -0.956 1.641
C -8.261 0.123 0.825
S -8.726 1.521 1.888
C -10.140 2.117 1.068
N -11.086 1.478 0.472
N -11.976 2.449 0.031
C -11.505 3.577 0.405
O -10.323 3.456 1.068
H 3.724 0.150 2.766
H 5.454 0.279 2.685
H 4.703 -1.033 3.674
H 4.811 -0.731 0.611
H 5.282 -2.158 1.586
H 2.863 -2.223 2.357
H 3.167 -2.761 0.700
H 2.365 -1.020 -1.138
H 1.398 -2.265 -0.271
H -1.375 -0.925 -1.779
H -0.776 -2.332 -0.853
H 0.169 0.607 -2.376
H -2.440 2.211 0.944
H -1.474 1.940 2.426
H -0.465 4.082 2.250
H -1.029 4.303 0.559
H -2.342 5.119 2.976
H -3.244 3.759 2.372
H -2.848 6.400 0.966
H -4.315 5.502 1.342
H -3.188 5.892 -1.959
H -1.768 6.020 -0.875
H -2.027 4.562 -1.821
H 1.438 3.183 -1.144
H 3.641 3.131 0.409
H 4.172 1.630 1.166
H 3.165 1.588 -0.290
H 1.725 4.076 2.218
H 3.282 3.422 2.658
H 1.830 2.833 3.477
H 0.208 -0.149 1.691
H -1.481 -1.761 0.880
H -2.400 -0.503 0.086
H -2.735 -1.480 2.633
H -1.914 0.032 2.991
H -4.135 0.864 2.800
H -3.805 0.823 1.100
H -5.207 -0.853 0.641
H -4.667 -1.836 1.979
H -6.331 0.614 2.556
H -6.319 -0.939 3.396
H -8.281 -1.342 2.367
H -7.279 -1.782 0.988
H -9.167 -0.283 0.378
H -7.619 0.495 0.026
H -11.949 4.542 0.241
O 6.727 -3.617 0.285
S 5.952 -4.423 -0.592
O 5.567 -5.741 -0.238
O 6.691 -4.425 -2.007
C 5.818 -3.934 -3.035
C 4.877 -2.990 -2.319
O 4.639 -3.633 -1.048
H 5.283 -4.784 -3.464
H 6.402 -3.438 -3.804
H 3.942 -2.857 -2.859
H 5.330 -2.026 -2.115
O -6.555 -6.135 2.276
S -5.555 -5.240 1.822
O -5.691 -3.836 1.965
O -5.217 -5.589 0.297
C -3.820 -5.871 0.144
C -3.406 -6.443 1.485
O -4.137 -5.658 2.436
H -3.297 -4.937 -0.073
H -3.677 -6.570 -0.675
H -2.340 -6.346 1.676
H -3.707 -7.487 1.589
O -0.207 -3.142 2.368
S -0.103 -3.041 3.781
O -0.851 -2.092 4.517
O 1.444 -2.906 4.157
C 1.838 -3.957 5.052
C 0.927 -5.112 4.691
O -0.339 -4.486 4.426
H 1.677 -3.620 6.077
H 2.890 -4.187 4.902
H 0.815 -5.832 5.496
H 1.262 -5.620 3.785
O 6.853 -0.916 -2.766
S 7.669 0.155 -2.299
O 7.415 1.489 -2.699
O 9.192 -0.230 -2.574
C 9.933 -0.221 -1.337
C 8.907 -0.589 -0.282
O 7.720 0.099 -0.712
H 10.332 0.782 -1.182
H 10.748 -0.936 -1.399
H 9.176 -0.254 0.715
H 8.700 -1.661 -0.266
O -7.477 0.870 -3.573
S -6.339 1.237 -4.337
O -6.427 1.461 -5.733
O -5.178 0.171 -4.039
C -4.005 0.834 -3.544
C -4.540 2.057 -2.835
O -5.625 2.500 -3.666
H -3.370 1.106 -4.390
H -3.462 0.169 -2.878
H -3.798 2.843 -2.736
H -4.938 1.809 -1.849
O -0.491 2.796 -9.874
S 0.006 2.570 -8.566
O 0.628 3.601 -7.820
O 0.966 1.287 -8.611
C 0.511 0.288 -7.689
C -0.987 0.495 -7.623
O -1.143 1.920 -7.659
H 0.985 0.466 -6.721
H 0.785 -0.698 -8.053
H -1.425 0.099 -6.711
H -1.493 0.066 -8.490
O 8.772 0.964 4.712
S 8.173 1.600 3.597
O 7.925 0.906 2.385
O 8.998 2.933 3.273
C 8.132 4.078 3.311
C 7.060 3.702 4.314
O 6.817 2.311 4.057
H 7.715 4.232 2.315
H 8.701 4.954 3.610
H 6.140 4.263 4.181
H 7.412 3.810 5.341
```

Multiplicity: 1
HOMO-LUMO gap, eV: 8.52
Calculated total energy, eV: -213759.8882
SMILES: CCCOC[C@]1(COC(F)(F)F)NC(=O)[C@](CCCCOC)(B(O)N(C)C)[C@H]1CCCCCCCSc1nnco1.O=S1(=O)OCCO1.O=S1(=O)OCCO1.O=S1(=O)OCCO1.O=S1(=O)OCCO1.O=S1(=O)OCCO1.O=S1(=O)OCCO1.O=S1(=O)OCCO1
Net charge: 0

=====

[3]
Computed, not measured: a structure of composition C40H76BF6Hg2N4O12P at a distorted geometry, with wB97M-V/def2-TZVPD.

```
142
C40H76BF6Hg2N4O12P (wB97M-V/def2-TZVPD)
Hg 2.582 2.386 0.677
Hg 1.249 -1.961 -2.247
O 3.587 0.074 0.658
C 4.176 -0.943 0.809
O 5.346 -1.056 1.328
B 5.524 -2.478 1.657
O 4.428 -3.202 0.835
C 3.685 -2.308 0.346
O 2.727 -2.575 -0.396
O 5.531 -2.760 3.072
C 6.774 -2.989 3.618
O 7.079 -3.259 4.759
C 7.632 -3.114 2.319
O 6.915 -2.934 1.301
O 8.830 -3.291 2.183
P 0.115 -0.489 0.747
F 0.996 -0.335 -0.601
F -0.277 -2.023 0.352
F 1.378 -1.094 1.437
F -0.900 -0.488 2.027
F 0.811 0.940 1.265
F -0.982 0.223 -0.258
C 3.455 0.844 3.987
C 3.134 2.221 4.529
C 4.400 2.607 5.315
C 4.501 4.083 5.622
C 4.571 4.892 4.371
C 3.187 4.616 3.631
N 2.993 3.153 3.384
O 1.689 2.991 2.848
C 2.017 5.301 4.550
C 3.308 5.475 2.262
C 1.970 2.060 5.459
H 3.990 0.310 4.773
H 4.209 0.911 3.202
H 2.723 0.214 3.483
H 4.452 2.102 6.279
H 5.313 2.224 4.859
H 5.457 4.198 6.133
H 3.926 4.420 6.485
H 5.366 4.621 3.675
H 4.741 5.945 4.593
H 1.931 6.365 4.770
H 1.107 5.103 3.983
H 1.823 4.814 5.506
H 3.596 6.491 2.535
H 4.165 5.159 1.666
H 2.386 5.597 1.695
H 2.220 2.633 6.352
H 1.751 1.036 5.760
H 1.075 2.510 5.030
H 1.137 3.296 3.572
C -3.935 0.441 -2.093
C -4.523 -0.904 -1.611
C -6.013 -0.588 -1.287
C -6.945 -1.702 -1.415
C -6.842 -2.383 -2.818
C -5.344 -2.853 -2.972
N -4.443 -1.695 -2.798
O -3.182 -1.855 -3.289
C -4.893 -3.977 -2.017
C -5.381 -3.324 -4.440
C -3.848 -1.381 -0.371
H -4.240 0.570 -3.132
H -2.851 0.357 -2.016
H -4.159 1.315 -1.481
H -6.125 -0.159 -0.292
H -6.344 0.208 -1.954
H -7.929 -1.232 -1.439
H -6.828 -2.377 -0.567
H -7.230 -1.737 -3.606
H -7.415 -3.309 -2.849
H -3.814 -3.916 -1.875
H -5.401 -3.881 -1.058
H -5.136 -4.982 -2.361
H -4.427 -3.645 -4.856
H -6.183 -4.054 -4.546
H -5.649 -2.560 -5.170
H -3.571 -0.618 0.356
H -2.949 -1.914 -0.680
H -4.518 -2.042 0.179
H -3.237 -1.465 -4.164
C -1.141 3.648 1.870
C -0.945 4.513 0.638
C -0.885 6.016 1.227
C -0.529 7.126 0.144
C 0.826 6.723 -0.575
C 0.882 5.217 -1.096
N 0.318 4.287 -0.111
O 0.570 2.986 -0.495
C 0.291 5.022 -2.499
C 2.443 5.167 -1.233
C -2.160 4.466 -0.291
H -2.187 3.583 2.169
H -0.571 4.099 2.683
H -0.886 2.619 1.618
H -1.881 6.360 1.504
H -0.452 6.199 2.211
H -0.307 7.989 0.771
H -1.364 7.214 -0.551
H 1.599 7.008 0.139
H 0.906 7.388 -1.435
H 0.501 4.053 -2.953
H -0.783 4.874 -2.604
H 0.645 5.694 -3.282
H 2.991 5.493 -0.349
H 2.812 4.180 -1.511
H 2.760 5.893 -1.982
H -2.041 5.142 -1.138
H -3.029 4.756 0.300
H -2.234 3.467 -0.721
H -0.007 3.094 -1.255
C 0.110 -4.416 -4.979
C -0.587 -5.270 -3.913
C -0.117 -6.740 -4.059
C -0.165 -7.685 -2.787
C 0.400 -6.975 -1.662
C -0.226 -5.626 -1.393
N -0.219 -4.731 -2.580
O -0.920 -3.458 -2.368
C -1.717 -5.882 -0.951
C 0.675 -5.135 -0.326
C -2.103 -5.372 -4.224
H -0.210 -3.374 -4.963
H -0.272 -4.661 -5.970
H 1.194 -4.485 -5.076
H -0.736 -7.240 -4.803
H 0.869 -6.753 -4.525
H 0.462 -8.564 -2.935
H -1.173 -8.074 -2.645
H 1.489 -6.982 -1.689
H 0.066 -7.631 -0.858
H -2.374 -6.043 -1.806
H -1.943 -6.678 -0.241
H -2.048 -4.948 -0.498
H 1.636 -4.678 -0.562
H 0.020 -4.328 0.003
H 0.719 -5.772 0.558
H -2.651 -6.288 -4.002
H -2.327 -5.116 -5.259
H -2.607 -4.602 -3.640
H -1.833 -3.620 -2.619
```

<S²>: 1.76
Multiplicity: 2
HOMO-LUMO gap (spin up / spin down), eV: 7.04 / 2.84
Calculated total energy, eV: -107853.4848
Net charge: +1